{
  "formula": "C64H132F12N6O8",
  "method": "ωB97M-V/def2-TZVPD",
  "symbols": ["C", "C", "C", "N", "C", "C", "C", "C", "C", "H", "H", "H", "H", "H", "H", "H", "H", "H", "H", "H", "H", "H", "H", "H", "H", "H", "H", "C", "C", "C", "N", "C", "C", "C", "C", "C", "H", "H", "H", "H", "H", "H", "H", "H", "H", "H", "H", "H", "H", "H", "H", "H", "H", "H", "C", "C", "C", "N", "C", "C", "C", "C", "C", "H", "H", "H", "H", "H", "H", "H", "H", "H", "H", "H", "H", "H", "H", "H", "H", "H", "H", "C", "C", "C", "N", "C", "C", "C", "C", "C", "H", "H", "H", "H", "H", "H", "H", "H", "H", "H", "H", "H", "H", "H", "H", "H", "H", "H", "C", "C", "C", "N", "C", "C", "C", "C", "C", "H", "H", "H", "H", "H", "H", "H", "H", "H", "H", "H", "H", "H", "H", "H", "H", "H", "H", "C", "C", "C", "N", "C", "C", "C", "C", "C", "H", "H", "H", "H", "H", "H", "H", "H", "H", "H", "H", "H", "H", "H", "H", "H", "H", "H", "C", "O", "O", "C", "F", "F", "F", "C", "C", "H", "H", "H", "H", "H", "H", "C", "O", "O", "C", "F", "F", "F", "C", "C", "H", "H", "H", "H", "H", "H", "C", "O", "O", "C", "F", "F", "F", "C", "C", "H", "H", "H", "H", "H", "H", "C", "O", "O", "C", "F", "F", "F", "C", "C", "H", "H", "H", "H", "H", "H"],
  "xyz": [[-2.911564, 2.578249, 7.140114], [-1.574807, 1.912650, 6.609208], [-1.929906, 0.455678, 6.275480], [-0.757848, -0.315014, 5.690374], [0.388245, -0.237501, 6.648759], [-1.025731, -1.712669, 5.369328], [0.082302, -2.095190, 4.425725], [0.526290, -0.746905, 3.739304], [-0.298904, 0.308347, 4.395827], [-3.718893, 2.284143, 6.486623], [-2.882832, 3.655545, 7.294264], [-3.096545, 2.075326, 8.103962], [-0.780041, 2.009713, 7.363615], [-1.255015, 2.532579, 5.735444], [-2.704578, 0.400174, 5.538158], [-2.245565, -0.102309, 7.143188], [1.290697, -0.482728, 6.109966], [0.203263, -0.852765, 7.536564], [0.467790, 0.789416, 7.027794], [-1.111545, -2.346178, 6.279396], [-1.979474, -1.613041, 4.820566], [0.909072, -2.662949, 4.782254], [-0.415614, -2.778611, 3.671702], [1.571012, -0.574121, 3.935273], [0.406717, -0.738233, 2.640533], [0.273109, 1.207012, 4.583974], [-1.189969, 0.522689, 3.840940], [-0.185127, 2.357909, -9.755541], [-0.751796, 3.018494, -8.492256], [-2.201295, 2.453231, -8.353698], [-2.905375, 2.627197, -7.037269], [-3.539904, 3.922684, -7.050389], [-1.989808, 2.425381, -5.870994], [-2.943205, 2.349511, -4.689005], [-4.160142, 1.599930, -5.301480], [-3.901278, 1.566084, -6.808094], [-0.678336, 2.568156, -10.708136], [-0.116527, 1.250621, -9.621958], [0.823377, 2.763737, -9.845970], [-0.769006, 4.108210, -8.594244], [-0.174415, 2.734477, -7.590509], [-2.114761, 1.361182, -8.476359], [-2.867636, 2.950883, -9.079821], [-3.968752, 4.188209, -6.058460], [-4.327900, 4.011907, -7.751520], [-2.741802, 4.635335, -7.269713], [-1.232225, 3.217744, -5.894325], [-1.402908, 1.536935, -6.085298], [-3.215372, 3.301613, -4.270313], [-2.483796, 1.666972, -3.956021], [-5.168445, 1.960045, -5.022172], [-4.143316, 0.550083, -4.987708], [-4.724169, 1.763032, -7.462753], [-3.349577, 0.650268, -7.020922], [-6.635295, -6.063425, 1.947543], [-5.151859, -5.820923, 2.043159], [-4.852986, -4.423917, 2.564232], [-3.561539, -3.927458, 1.970917], [-2.404962, -4.728415, 2.431044], [-3.256097, -2.520291, 2.331136], [-2.345723, -1.955694, 1.309679], [-2.579776, -2.838786, 0.046259], [-3.616983, -3.873865, 0.437838], [-6.778301, -7.046832, 1.455868], [-7.038014, -5.236305, 1.342442], [-7.083011, -6.001516, 2.933337], [-4.681922, -6.075533, 1.065443], [-4.693444, -6.502254, 2.751249], [-4.775377, -4.231063, 3.654304], [-5.571467, -3.663637, 2.228601], [-1.569462, -4.337145, 1.904207], [-2.589809, -5.773098, 2.134405], [-2.296969, -4.627789, 3.504541], [-2.781116, -2.533847, 3.321708], [-4.186433, -1.991328, 2.348800], [-1.274293, -1.978272, 1.559286], [-2.605008, -0.924139, 1.131044], [-1.623305, -3.213891, -0.250909], [-3.009075, -2.211676, -0.739759], [-3.510845, -4.819641, -0.029792], [-4.636798, -3.582999, 0.214847], [1.408862, 5.622058, -0.098972], [0.864559, 4.634644, 0.961396], [-0.453881, 5.141524, 1.451577], [-0.924715, 4.339031, 2.636408], [-0.975237, 2.840115, 2.337246], [-0.157839, 4.576372, 3.887437], [-1.089378, 5.376915, 4.812783], [-2.466181, 4.940445, 4.462929], [-2.423965, 4.756680, 2.977086], [2.470368, 5.434161, -0.320457], [1.401520, 6.646225, 0.274118], [0.919344, 5.504614, -1.086091], [1.610485, 4.613488, 1.734146], [0.798230, 3.620440, 0.599338], [-1.268366, 5.081894, 0.712386], [-0.477282, 6.198190, 1.725492], [-1.369354, 2.695138, 1.351949], [-1.572185, 2.360822, 3.108037], [0.046574, 2.438150, 2.350796], [0.132347, 3.652028, 4.345265], [0.728686, 5.094033, 3.520994], [-0.828849, 5.232884, 5.878891], [-1.120543, 6.425970, 4.603347], [-2.642120, 3.969248, 4.889413], [-3.277868, 5.587878, 4.761358], [-3.052393, 3.940563, 2.561690], [-2.676222, 5.628215, 2.373357], [2.857050, -3.887445, 2.868064], [2.535279, -3.544403, 1.482770], [2.775230, -4.756415, 0.502563], [2.207845, -4.503333, -0.814670], [3.002525, -3.363178, -1.441536], [0.751123, -3.980617, -0.802694], [0.320379, -4.196237, -2.209754], [1.198170, -5.304912, -2.860287], [2.187586, -5.624998, -1.724804], [3.897556, -3.936711, 3.093246], [2.467130, -4.908517, 3.097825], [2.395968, -3.216494, 3.590324], [2.999621, -2.602687, 1.117906], [1.491259, -3.383164, 1.344675], [2.270268, -5.580883, 0.989723], [3.793465, -5.114299, 0.377467], [3.970824, -3.780797, -1.730780], [2.962170, -2.483101, -0.816274], [2.582215, -3.046218, -2.356525], [0.820821, -2.928985, -0.428787], [0.206771, -4.650611, -0.140070], [0.533190, -3.258530, -2.714700], [-0.750887, -4.433250, -2.304811], [1.657492, -5.032284, -3.811909], [0.655948, -6.200949, -3.133921], [3.199563, -5.859255, -2.066484], [1.804285, -6.487352, -1.186473], [4.457652, -1.227078, -3.784484], [5.122323, -0.220998, -2.843712], [4.770346, -0.663807, -1.420701], [5.547923, 0.204401, -0.447562], [5.129131, 1.601370, -0.718287], [5.179468, -0.267971, 0.923392], [6.324534, 0.184543, 1.883718], [7.399921, 0.741634, 0.969775], [7.029237, 0.191569, -0.446034], [4.982520, -1.187696, -4.713735], [3.357897, -1.099283, -3.944898], [4.669832, -2.226864, -3.382056], [4.692528, 0.731103, -3.124055], [6.184388, -0.156568, -3.061591], [5.016697, -1.702926, -1.205338], [3.701854, -0.622169, -1.229435], [5.418248, 1.975668, -1.678733], [5.570099, 2.177264, 0.072323], [4.060186, 1.627450, -0.579333], [4.194658, 0.171466, 1.166195], [5.032004, -1.338535, 0.903116], [6.006308, 0.848307, 2.683408], [6.683447, -0.716221, 2.388384], [7.455771, 1.828141, 0.815412], [8.423164, 0.474337, 1.178048], [7.411259, 0.798600, -1.263023], [7.423037, -0.811409, -0.596481], [-0.444549, -0.881786, -6.654314], [0.662910, 0.167884, -7.070624], [-1.423716, -0.352812, -6.081506], [-0.762400, -1.455968, -7.997436], [0.262456, -2.113329, -8.608486], [-1.695004, -2.446333, -7.848665], [-1.246363, -0.544668, -8.932534], [1.860728, 0.134919, -6.438903], [2.141228, 1.367239, -5.602968], [1.897894, 2.209936, -6.252414], [1.393126, 1.474879, -4.788672], [3.166935, 1.622008, -5.354431], [2.625357, -0.037608, -7.230125], [1.848579, -0.761141, -5.783714], [0.187868, -1.684433, -6.152299], [-4.016232, 0.320800, 2.547544], [-3.477305, 1.304816, 1.626722], [-3.126523, -0.259501, 3.253267], [-5.081337, 1.022458, 3.449316], [-6.226556, 1.430295, 2.770038], [-5.509048, 0.151198, 4.365052], [-4.542836, 2.000003, 4.213936], [-3.984147, 1.390365, 0.300220], [-2.978883, 2.244056, -0.452370], [-2.937530, 3.209350, 0.066045], [-2.020121, 1.782914, -0.236491], [-3.131725, 2.447872, -1.513254], [-4.993277, 1.812245, 0.346364], [-4.152978, 0.388292, -0.082987], [-4.735617, -0.239687, 1.864292], [3.128432, 1.752809, 3.394248], [3.986601, 0.620662, 3.952922], [1.944929, 1.853996, 3.872998], [4.059804, 2.977860, 3.420426], [5.026650, 2.960932, 2.516333], [3.385788, 4.135069, 3.158166], [4.614181, 3.210692, 4.643469], [3.968417, 0.531773, 5.386569], [3.775063, -0.899318, 5.830987], [3.551273, -1.116436, 6.895022], [2.984122, -1.416781, 5.240837], [4.730626, -1.393585, 5.686229], [3.225767, 1.250998, 5.772899], [4.983483, 0.865082, 5.605076], [3.298702, 1.582481, 2.272409], [0.466598, -0.320976, -0.557990], [0.189287, -0.907674, -1.831011], [1.072967, -1.107553, 0.277696], [1.255113, 0.973926, -0.889783], [0.412687, 1.933673, -1.201432], [2.101652, 1.432052, 0.077886], [2.090167, 0.780360, -1.978028], [-0.789893, -0.400989, -2.693964], [-1.411489, -1.597770, -3.342376], [-1.844878, -2.332489, -2.638473], [-2.252664, -1.281375, -3.965153], [-0.669292, -2.089945, -3.970731], [-0.285879, 0.231068, -3.409881], [-1.550294, 0.145742, -2.117352], [-0.547011, 0.211653, -0.149651]],
  "forces_ev_per_angstrom": [[1.141, -1.519, 0.673], [-1.172, 1.354, -0.081], [1.194, 0.168, -0.321], [0.812, 1.804, 1.648], [-0.129, 0.650, 0.605], [-0.946, -0.371, 0.194], [-1.269, -0.299, -2.762], [0.068, -1.254, -0.383], [-0.331, 0.157, 0.212], [-0.312, 0.254, -0.257], [0.184, -0.107, -0.115], [-0.224, 0.484, -0.153], [-0.507, -0.002, -0.188], [-0.059, -0.956, 0.369], [-0.512, 0.027, -0.574], [-0.092, -0.027, 0.509], [0.182, -0.242, 0.190], [0.052, -0.235, -0.428], [0.239, -0.470, -0.482], [-0.092, 0.588, -0.533], [0.236, -0.564, 0.277], [0.488, -0.198, 0.908], [0.699, 0.608, 0.519], [0.417, 0.155, -0.072], [0.041, -0.112, 0.469], [0.090, -0.036, 0.175], [-0.596, -0.067, -0.234], [1.026, -0.463, 0.459], [-1.435, -0.513, 0.156], [0.640, -0.256, -0.250], [0.720, -0.270, -0.451], [0.551, 1.899, 1.976], [0.722, 1.573, -0.207], [0.289, -1.768, -0.248], [-0.712, -0.609, 0.252], [0.433, -0.419, 0.409], [-0.354, 0.161, 0.356], [0.012, 1.016, -0.102], [0.155, -0.285, -0.258], [0.073, -0.071, 0.085], [-0.068, 0.055, -0.787], [-0.250, 0.573, -0.261], [0.352, -0.679, -0.019], [0.368, -0.328, -0.631], [-0.597, -0.251, -0.937], [-0.307, 0.209, -0.035], [-0.526, 0.305, 0.430], [-0.462, -0.618, 0.293], [0.093, 0.329, 0.285], [-0.155, 0.661, 0.085], [0.657, 0.250, -0.138], [0.020, 0.237, 0.114], [-0.627, -0.269, -0.298], [-0.382, -0.164, -0.249], [0.112, 0.002, -0.624], [0.517, -0.387, 0.525], [0.532, 1.370, -0.632], [0.315, -0.572, -0.662], [-0.993, -1.140, -0.541], [0.208, 0.082, 1.740], [0.723, -0.298, -1.459], [-0.685, 1.197, 0.346], [-0.065, 0.609, 0.769], [-0.429, 0.668, 0.447], [-0.296, -0.553, 0.000], [-0.294, -0.281, 0.038], [-0.257, 0.651, 0.644], [-0.016, -0.461, 0.100], [-0.037, -0.792, -0.472], [-0.146, -0.389, -0.088], [1.000, 0.158, -0.192], [0.323, 0.353, 0.277], [0.018, -0.042, 0.074], [-0.677, -0.003, -0.323], [-0.476, 0.092, 0.196], [-0.346, 0.065, 0.168], [0.150, 0.113, -0.084], [0.256, -0.533, -0.551], [0.337, -0.240, -0.133], [0.453, -1.027, -0.049], [-0.127, 0.444, -0.058], [0.537, -0.810, -0.669], [0.693, 1.207, -0.989], [-0.915, -0.438, 0.324], [-2.586, -0.844, 0.045], [1.248, 0.643, 0.166], [0.099, 1.445, -0.081], [0.787, 0.302, 0.637], [-0.565, -1.367, -0.328], [0.301, -0.890, -1.681], [-0.248, -0.200, 0.240], [-0.382, 0.043, -0.177], [-0.110, 0.407, 0.633], [0.136, -0.055, 0.681], [-0.126, -0.170, -0.348], [0.388, -0.376, -0.031], [0.446, -0.053, 0.361], [-0.460, 0.007, -0.124], [-0.130, 0.121, -0.197], [-0.113, 0.169, 0.303], [0.263, -0.584, -0.049], [0.176, 0.019, 0.816], [-0.103, 0.109, -0.578], [0.862, 0.867, -0.076], [-0.404, -0.502, 0.315], [-0.032, 0.289, 0.155], [0.288, 0.387, 0.523], [0.324, 0.296, 0.268], [-0.640, -1.369, 1.600], [0.737, -0.065, -2.591], [0.152, 0.463, 1.777], [-0.438, 2.688, -0.721], [0.347, -1.031, 0.095], [0.902, -0.576, 0.901], [-0.314, 0.266, -1.659], [0.118, 0.093, 0.612], [0.207, -1.631, -1.188], [0.932, 0.108, 0.039], [0.135, 0.601, 0.010], [0.119, 0.121, -0.170], [-0.163, -0.627, 0.424], [-0.840, 0.498, 0.411], [-0.472, -0.410, -0.279], [0.348, 0.385, -0.044], [0.167, 0.313, 0.634], [0.229, -0.227, 0.394], [-0.930, 0.029, -1.027], [-0.573, -0.451, -0.319], [0.030, 0.014, 0.422], [-0.503, -0.021, -0.281], [0.436, 0.304, 0.097], [0.190, 0.507, 0.317], [-0.312, -0.191, 0.304], [-0.089, 0.044, 0.119], [0.094, -0.084, 0.271], [-0.066, -0.582, 0.323], [-1.477, -0.904, -0.391], [1.707, 0.631, -0.712], [-1.059, -0.714, -0.408], [-0.627, 0.181, 1.628], [-0.649, 1.543, 1.325], [-0.236, -0.710, -0.049], [0.179, 0.438, -1.992], [1.027, -0.279, 0.229], [-0.065, 0.011, -0.924], [0.955, 0.065, 0.274], [-0.284, -0.027, -0.270], [-0.087, 0.374, 0.393], [0.203, -0.245, 0.316], [0.632, 0.060, -0.253], [-0.043, 0.742, 0.241], [0.320, -0.173, -0.367], [0.115, 0.619, 0.195], [-0.205, 0.198, -0.231], [0.438, -0.178, 0.003], [0.289, -0.281, -0.151], [-0.188, 0.042, -0.323], [0.119, 0.104, -0.052], [-0.414, -0.132, 0.756], [0.216, -0.396, 0.366], [-0.070, 0.084, 0.028], [-0.322, -0.282, 0.078], [2.403, 0.516, -0.455], [-2.392, 0.120, -0.481], [-1.270, 0.417, 0.996], [-0.477, -1.597, -2.378], [-0.090, 0.814, 0.346], [-0.064, 0.890, -0.104], [0.290, -1.130, 1.217], [1.544, -1.500, 0.450], [-1.220, 1.253, -0.612], [-0.170, 0.201, -0.237], [0.814, -0.285, -0.033], [0.202, -0.689, 0.557], [0.119, 0.215, 0.677], [0.507, 0.108, -0.042], [-0.381, 0.411, 0.095], [-1.864, 1.196, -0.769], [0.591, 0.524, 0.086], [0.610, 0.019, 0.676], [-0.280, -0.290, 0.141], [1.648, 0.231, 0.771], [-0.565, -0.737, 0.105], [-0.322, 0.857, -0.825], [-0.851, 0.227, 0.653], [-0.083, 0.205, 0.730], [-0.167, 0.051, -0.209], [0.261, -0.091, -0.623], [-0.139, -0.407, 0.103], [0.040, 0.344, -0.260], [0.390, -0.404, -0.452], [0.459, -0.726, 0.163], [1.349, -0.892, -1.478], [-1.028, 0.337, -0.496], [0.155, 0.557, 0.007], [-0.841, 1.738, 2.389], [0.894, -0.503, -0.496], [-0.380, -0.167, -0.229], [0.241, -0.275, -0.424], [0.211, 0.983, -0.537], [-0.255, -0.938, 0.125], [-0.012, 0.769, -0.366], [0.640, 0.318, 0.197], [-0.015, -0.468, -0.358], [0.249, -0.407, 0.017], [-0.161, 0.064, 0.980], [-0.967, -0.705, 0.562], [-1.397, 1.712, 1.101], [0.782, -1.021, 1.073], [0.206, -0.590, -0.278], [1.574, -1.067, -0.500], [-0.292, 1.265, -0.347], [-0.851, -0.107, -0.069], [-0.359, 0.377, 0.358], [-0.456, -0.340, 0.748], [-1.069, -0.250, -0.613], [0.528, 0.464, 0.008], [0.323, -0.052, -0.281], [-0.249, -0.061, -0.139], [-0.270, 0.466, -0.495], [0.152, 0.229, -0.097], [1.161, -1.321, -0.612]],
  "homo_lumo_gap_ev": 7.63,
  "homo_energy_ev": -11.1975,
  "lumo_ev": -3.56,
  "largest_force_ha_per_bohr": 0.0597,
  "total_charge": 2
}